The following is a DFT calculation (ωB97M-V/def2-TZVPD) of a single C13H9Cl3N2O2 molecule.

For the lowest unoccupied orbital energy, the calculation gives 0.49 eV. Its structure (SMILES) is O=C(COc1ccc(Cl)cc1Cl)Nc1ccc(Cl)cn1. For the gap between HOMO and LUMO, the calculation gives 9.324 eV. As for the spin multiplicity: 1. Its largest force on an atom is 0.67 eV Å⁻¹. The calculation puts the HOMO energy at -0.3247 hartree.

The geometry in XYZ format:
```
29
Properties=species:S:1:pos:R:3:forces:R:3
O -1.0322 -3.6450 -0.7798 -0.2 -0.2 0.1
C -0.4015 -2.7084 -0.3435 0.1 0.1 0.2
C -0.4572 -2.3774 1.1504 -0.2 -0.3 0.1
O -0.2247 -1.0403 1.5202 -0.1 0.1 0.1
C -0.9866 -0.0554 0.9722 -0.1 0.3 0.1
C -2.0727 -0.2481 0.1274 0.2 -0.2 0.2
C -2.7523 0.8326 -0.4082 0.1 0.2 0.0
C -2.3518 2.1206 -0.1005 0.1 -0.3 0.1
Cl -3.1804 3.4686 -0.7820 -0.2 0.2 -0.1
C -1.2837 2.3421 0.7567 -0.1 -0.1 -0.1
C -0.6144 1.2581 1.2876 -0.1 -0.3 -0.1
Cl 0.7082 1.5113 2.3585 0.1 0.2 0.3
N 0.3388 -1.9217 -1.1709 0.0 -0.2 -0.5
C 1.1490 -0.8128 -0.9130 0.5 0.5 0.1
C 2.1111 -0.7965 0.0962 0.0 0.1 -0.3
C 2.8598 0.3522 0.2618 -0.1 0.1 -0.3
C 2.6306 1.4279 -0.5891 -0.1 -0.4 0.0
Cl 3.5174 2.8909 -0.4078 0.1 0.2 0.0
C 1.6812 1.2979 -1.5939 0.4 0.3 0.2
N 0.9667 0.2017 -1.7485 -0.3 -0.5 -0.1
H -1.4355 -2.7250 1.5093 0.2 0.0 -0.1
H 0.3124 -2.9571 1.6702 -0.1 0.0 -0.1
H -2.3983 -1.2439 -0.1272 -0.1 -0.1 0.0
H -3.5884 0.6678 -1.0682 -0.1 0.0 -0.1
H -0.9735 3.3435 1.0068 0.0 0.1 0.0
H 0.1149 -2.0435 -2.1533 0.0 0.0 0.2
H 2.2682 -1.6538 0.7291 0.0 -0.1 0.1
H 3.6097 0.4175 1.0343 0.1 0.0 0.1
H 1.4850 2.0962 -2.2948 0.1 0.2 0.0
```
Positions in Å, forces in eV/Å.



The following is a DFT calculation (ωB97M-V/def2-TZVPD) of C14H10F5NNdO as an isolated structure at a distorted geometry.

For the lowest unoccupied orbital energy (alpha / beta), the calculation gives 2.60 / 2.60 eV. For the gap between HOMO and LUMO (alpha / beta), the calculation gives 5.758 / 5.754 eV. As for the spin multiplicity: 4. Its largest force on an atom is 6.38 eV Å⁻¹. The calculation puts the HOMO energy (alpha / beta) at -0.1161 / -0.1160 hartree. As for the net charge: -1.

The geometry in XYZ format:
```
32
Properties=species:S:1:pos:R:3:forces:R:3
C 1.5574 -2.7018 -1.0962 1.9 1.4 0.3
C 2.0733 -2.4202 0.2308 1.5 0.5 -2.0
C 2.5744 -1.0572 0.2399 1.2 -1.8 -2.5
C 2.3560 -0.4945 -1.0820 2.1 -2.5 -0.4
C 1.7239 -1.5104 -1.9099 2.3 -0.8 1.7
Nd 0.2347 -0.8541 -0.1203 -4.9 3.4 2.3
C -0.9366 -2.3807 1.0917 -1.6 0.9 -0.7
C -1.5936 -2.5800 -0.2599 -1.6 -1.4 -1.3
C -2.1525 -3.7718 -0.6830 0.8 0.8 1.1
N -1.5397 -1.4733 -1.1500 1.3 0.0 4.8
H 2.9694 -0.5380 1.0848 0.1 0.3 0.4
H 2.0647 -3.0919 1.0617 -0.1 -0.2 0.2
H 2.5636 0.5125 -1.3769 0.0 0.2 0.0
H 1.4062 -1.3905 -2.9222 -0.2 0.1 -0.4
H 1.0663 -3.6025 -1.3978 -0.3 -0.3 0.0
H -0.5907 -3.2224 1.5857 0.0 -1.7 1.0
H -1.8856 -1.4980 -2.0078 -2.3 -1.1 -4.3
H -1.4820 -1.6271 1.6845 0.0 -0.4 0.1
H -2.2393 -4.5893 0.0251 -0.1 0.0 -0.2
H -2.5592 -3.8699 -1.6762 0.0 -0.1 -0.2
F -1.3717 5.7775 1.9913 0.0 -0.1 0.0
C -0.9356 4.6636 1.3666 0.2 -0.5 -0.3
C -1.5198 3.4151 1.6423 -0.1 0.8 0.2
F -2.5318 3.3414 2.5381 0.4 0.1 -0.4
C -1.0618 2.2817 1.0119 0.4 -0.5 -0.6
F -1.6237 1.0512 1.2808 0.5 1.0 -0.2
C 0.0034 2.3305 0.0597 -0.1 1.0 0.3
O 0.4719 1.3053 -0.5374 -0.1 1.6 -0.1
C 0.5684 3.6151 -0.2038 -0.4 -0.5 0.3
F 1.5863 3.6850 -1.0879 -0.3 0.1 0.3
C 0.1150 4.7479 0.4379 -0.3 0.2 0.3
F 0.6888 5.9467 0.1786 -0.3 -0.4 0.2
```
Positions in Å, forces in eV/Å.